No. 1
Computed, not measured: the molecule C2H6O2Si, with ωB97M-V/def2-TZVPD.

Values from the calculation:
SMILES string: CC(=O)O[SiH3]
Highest occupied orbital energy: -10.312 eV
ΔE to the lowest compared entry with this formula, charge and spin: 53.3 kcal/mol
LUMO: 0.0211 Ha
Strongest force on any atom: 4.8 eV/Å
Molar mass: 90.2 g/mol

Atoms and positions in Å:
C -1.063 -0.420 1.568
C -0.278 0.679 0.947
O -0.014 1.702 1.370
O -0.010 0.171 -0.724
Si 1.474 -0.034 -1.271
H -0.761 -1.527 1.428
H -1.119 -0.233 2.639
H -2.058 -0.174 1.007
H 2.344 1.038 -0.600
H 1.473 0.519 -2.634
H 1.867 -1.479 -1.009

How is the electron density shared among the atoms? According to Löwdin, the charges in e are: number 1, C, carries -0.010; number 2, C, carries -0.380; number 3, O, carries 0.206; number 4, O, carries -0.403; number 5, Si, carries 0.440; number 6, H, carries 0.123; number 7, H, carries 0.081; number 8, H, carries 0.140; number 9, H, carries -0.058; number 10, H, carries -0.079; number 11, H, carries -0.061

=====

No. 2
Computed, not measured: a structure of composition C32H79Cl2F3N4O25P4V, with ωB97M-V/def2-TZVPD.

Values from the calculation:
Highest occupied orbital energy: -6.767 eV
Charge: -1
LUMO: 0.0704 Ha
Strongest force on any atom: 4.6 eV/Å
Molar mass: 1222.7 g/mol

Atoms and positions in Å:
O 16.531 -20.472 6.491
V 15.016 -20.782 6.590
O 14.420 -19.582 7.579
C 13.653 -24.461 6.296
C 13.501 -23.454 7.463
O 14.656 -22.668 7.788
H 12.755 -25.063 6.162
H 14.415 -25.208 6.518
H 13.746 -23.898 5.367
H 13.392 -24.005 8.397
H 12.601 -22.842 7.396
C 14.503 -20.831 3.439
O 15.824 -21.264 3.787
O 13.869 -20.856 4.698
C 14.633 -19.546 2.515
F 13.525 -18.884 2.376
F 15.450 -18.572 2.685
F 14.878 -19.987 1.219
C 16.142 -22.627 3.632
C 17.637 -22.566 3.402
H 18.168 -22.368 4.334
H 17.977 -23.457 2.875
H 17.796 -21.801 2.642
H 15.715 -23.229 2.829
H 15.990 -23.047 4.626
H 14.040 -21.565 2.780
C 15.761 -25.951 9.330
C 16.846 -25.989 8.229
O 17.462 -27.059 8.115
N 17.087 -24.910 7.500
C 18.243 -24.697 6.577
H 15.596 -27.000 9.576
H 14.806 -25.787 8.831
H 15.888 -25.359 10.236
H 16.336 -24.235 7.520
H 17.989 -24.971 5.553
H 19.018 -25.441 6.759
H 18.554 -23.653 6.528
C 19.692 -19.283 4.572
C 20.749 -18.319 4.137
O 21.388 -18.456 3.144
N 21.094 -17.376 4.985
C 22.127 -16.387 4.730
H 19.197 -19.143 5.533
H 20.202 -20.239 4.693
H 18.898 -19.229 3.827
H 20.748 -17.552 5.917
H 22.964 -16.890 5.215
H 21.879 -15.413 5.153
H 22.373 -16.301 3.672
C 16.598 -18.841 -2.170
C 17.491 -19.828 -1.487
O 17.344 -21.043 -1.729
N 18.403 -19.292 -0.614
C 19.359 -20.158 0.224
H 17.062 -18.271 -2.974
H 16.204 -18.111 -1.463
H 15.744 -19.324 -2.643
H 18.463 -18.334 -0.299
H 18.949 -21.167 0.280
H 19.351 -19.592 1.155
H 20.411 -20.064 -0.045
C 10.237 -20.429 4.479
C 10.405 -19.091 5.308
O 9.564 -18.741 6.153
N 11.484 -18.332 5.017
C 11.848 -17.121 5.707
H 11.252 -20.777 4.287
H 9.590 -20.300 3.611
H 9.830 -21.264 5.048
H 12.026 -18.705 4.251
H 11.073 -16.370 5.556
H 12.761 -16.727 5.260
H 11.912 -17.178 6.793
C 8.609 -22.436 1.918
O 8.966 -23.742 1.434
P 10.066 -24.057 0.280
O 10.401 -25.539 0.070
O 9.374 -23.233 -1.019
C 9.296 -23.921 -2.354
O 11.350 -23.151 0.709
C 12.233 -23.640 1.740
H 9.172 -21.692 1.354
H 8.964 -22.408 2.948
H 7.530 -22.343 1.790
H 8.382 -23.890 -2.947
H 9.381 -24.991 -2.161
H 10.123 -23.564 -2.967
H 12.108 -23.120 2.690
H 13.254 -23.427 1.425
H 12.167 -24.692 2.016
C 16.062 -26.523 3.259
O 17.414 -26.489 2.735
P 18.010 -27.809 2.020
O 19.430 -27.687 1.663
O 17.679 -28.939 3.112
C 18.045 -28.744 4.580
O 16.964 -28.159 0.818
C 17.296 -29.100 -0.192
H 15.424 -27.407 3.275
H 15.576 -25.723 2.700
H 15.967 -26.023 4.222
H 19.094 -28.997 4.732
H 17.376 -29.352 5.188
H 17.932 -27.671 4.736
H 18.351 -29.234 -0.433
H 17.012 -28.756 -1.186
H 16.963 -30.118 0.013
C 21.938 -27.155 7.519
O 22.143 -27.668 6.271
P 22.271 -26.742 4.998
O 23.143 -25.568 5.202
O 22.725 -27.731 3.778
C 21.815 -28.605 3.142
O 20.712 -26.445 4.655
C 20.572 -25.500 3.565
H 21.098 -27.618 8.036
H 21.734 -26.090 7.637
H 22.854 -27.335 8.082
H 20.807 -28.695 3.548
H 22.407 -29.514 3.040
H 21.750 -28.191 2.136
H 19.693 -24.868 3.435
H 20.685 -26.075 2.646
H 21.314 -24.711 3.448
C 7.244 -19.592 -1.029
O 7.047 -19.184 0.309
P 7.797 -17.843 0.882
O 8.135 -16.880 -0.149
O 6.806 -17.356 2.047
C 6.049 -16.152 1.894
O 9.107 -18.436 1.756
C 10.377 -17.819 1.693
H 6.336 -20.117 -1.324
H 8.056 -20.289 -1.239
H 7.195 -18.695 -1.647
H 6.258 -15.582 2.799
H 4.976 -16.282 2.034
H 6.193 -15.450 1.072
H 10.217 -17.134 2.525
H 10.476 -17.249 0.769
H 11.298 -18.396 1.780
Cl 15.886 -15.899 0.246
C 14.930 -15.269 1.612
C 13.476 -15.330 1.199
Cl 12.457 -15.225 2.671
H 15.274 -14.305 1.985
H 15.050 -15.950 2.455
H 13.171 -16.320 0.859
H 13.085 -14.549 0.547

Löwdin population analysis, charges in e, atoms 1 to 99: number 1, O, carries -0.347; number 2, V, carries 0.973; number 3, O, carries -0.410; number 4, C, carries -0.091; number 5, C, carries -0.388; number 6, O, carries -0.362; number 7, H, carries 0.065; number 8, H, carries 0.046; number 9, H, carries 0.049; number 10, H, carries 0.081; number 11, H, carries 0.097; number 12, C, carries -0.327; number 13, O, carries -0.148; number 14, O, carries -0.236; number 15, C, carries -0.573; number 16, F, carries 0.142; number 17, F, carries 0.191; number 18, F, carries 0.091; number 19, C, carries -0.253; number 20, C, carries -0.053; number 21, H, carries 0.073; number 22, H, carries 0.060; number 23, H, carries 0.074; number 24, H, carries 0.118; number 25, H, carries 0.102; number 26, H, carries 0.126; number 27, C, carries 0.008; number 28, C, carries -0.556; number 29, O, carries -0.013; number 30, N, carries 0.047; number 31, C, carries -0.024; number 32, H, carries 0.071; number 33, H, carries 0.053; number 34, H, carries 0.085; number 35, H, carries 0.091; number 36, H, carries 0.054; number 37, H, carries 0.068; number 38, H, carries 0.084; number 39, C, carries 0.010; number 40, C, carries -0.636; number 41, O, carries 0.054; number 42, N, carries -0.008; number 43, C, carries -0.056; number 44, H, carries 0.074; number 45, H, carries 0.094; number 46, H, carries 0.084; number 47, H, carries 0.137; number 48, H, carries 0.087; number 49, H, carries 0.079; number 50, H, carries 0.084; number 51, C, carries -0.025; number 52, C, carries -0.541; number 53, O, carries 0.007; number 54, N, carries 0.023; number 55, C, carries -0.023; number 56, H, carries 0.080; number 57, H, carries 0.025; number 58, H, carries 0.083; number 59, H, carries 0.118; number 60, H, carries 0.073; number 61, H, carries 0.057; number 62, H, carries 0.074; number 63, C, carries 0.009; number 64, C, carries -0.492; number 65, O, carries 0.002; number 66, N, carries 0.015; number 67, C, carries -0.087; number 68, H, carries 0.049; number 69, H, carries 0.048; number 70, H, carries 0.074; number 71, H, carries 0.094; number 72, H, carries 0.073; number 73, H, carries 0.060; number 74, H, carries 0.089; number 75, C, carries -0.073; number 76, O, carries -0.249; number 77, P, carries 0.543; number 78, O, carries -0.288; number 79, O, carries -0.259; number 80, C, carries -0.069; number 81, O, carries -0.230; number 82, C, carries -0.097; number 83, H, carries 0.078; number 84, H, carries 0.074; number 85, H, carries 0.098; number 86, H, carries 0.077; number 87, H, carries 0.063; number 88, H, carries 0.083; number 89, H, carries 0.079; number 90, H, carries 0.081; number 91, H, carries 0.088; number 92, C, carries -0.093; number 93, O, carries -0.230; number 94, P, carries 0.440; number 95, O, carries -0.235; number 96, O, carries -0.249; number 97, C, carries 0.006; number 98, O, carries -0.204; number 99, C, carries -0.125